No. 1
DFT (the ωB97M-V functional and the def2-TZVPD basis) results for a structure of composition C33H28BCdI2N10S3.

CARTESIAN COORDINATES (ANGSTROEM)
1 Cd -0.6795 0.9191 -1.0635
2 C -1.8282 5.2266 -0.2096
3 C -2.1067 3.9325 -0.6790
4 N -0.9933 3.2358 -0.8180
5 N 0.0255 4.0457 -0.4374
6 C -0.4580 5.2479 -0.0645
7 B 1.4986 3.5682 -0.3605
8 N 1.6615 2.5422 0.7732
9 C 2.8029 2.0148 1.2796
10 C 2.4451 1.0406 2.1826
11 C 1.0328 1.0289 2.1424
12 N 0.5714 1.9364 1.2986
13 N 1.9259 2.8616 -1.6747
14 C 3.0211 3.0350 -2.4351
15 C 3.0713 2.0203 -3.3674
16 C 1.9418 1.2410 -3.0969
17 N 1.2518 1.7525 -2.0835
18 N 2.3799 4.7988 -0.0493
19 C 2.7275 5.2292 1.1877
20 C 3.3126 6.4652 1.0557
21 C 3.2734 6.7151 -0.3325
22 N 2.7043 5.7193 -0.9950
23 H -2.5262 6.0228 -0.0058
24 H -3.0569 3.4844 -0.9269
25 H 0.2032 6.0382 0.2588
26 H 3.7731 2.3506 0.9406
27 H 3.0966 0.4016 2.7573
28 H 0.3379 0.3849 2.6611
29 H 3.6733 3.8762 -2.2678
30 H 3.8165 1.8567 -4.1291
31 H 1.6096 0.3348 -3.5827
32 H 2.5163 4.6341 2.0623
33 H 3.7119 7.0884 1.8390
34 H 3.6335 7.5781 -0.8768
35 S -3.9261 3.6812 -3.7843
36 C -2.7687 2.5076 -3.8734
37 S -2.8621 1.0123 -3.0024
38 S -1.4439 2.9455 -4.7877
39 N -0.4818 -3.0250 -1.3342
40 C 0.8225 -2.7134 -1.1059
41 C 1.7783 -3.7183 -0.8461
42 C 3.0656 -3.3539 -0.5492
43 C 3.4059 -1.9995 -0.5051
44 C 2.4081 -1.0911 -0.7936
45 N 1.1487 -1.4177 -1.1049
46 H -0.7781 -3.9393 -1.0406
47 H -1.1239 -2.2820 -1.0745
48 H 1.4693 -4.7563 -0.8467
49 H 3.8053 -4.1152 -0.3238
50 H 4.4044 -1.6638 -0.2591
51 H 2.6227 -0.0255 -0.7712
52 I -1.1189 -0.3815 -4.1422
53 I 1.0084 -1.9991 -5.6017
54 C -1.7020 -0.4210 0.1988
55 C -1.9668 -1.4825 0.7585
56 C -2.2774 -2.7221 1.3917
57 C -1.2689 -3.3180 2.2395
58 C -1.5211 -4.3200 3.2149
59 C -0.5146 -4.8393 4.0178
60 C 0.8048 -4.4001 3.9140
61 C 1.0773 -3.4047 2.9736
62 C 0.0822 -2.8827 2.1669
63 C -3.5548 -3.3320 1.0775
64 C -3.8111 -4.7233 1.1974
65 C -5.0314 -5.2860 0.8497
66 C -6.0714 -4.5088 0.3472
67 C -5.8379 -3.1419 0.1883
68 C -4.6256 -2.5693 0.5383
69 H -2.5363 -4.6676 3.3584
70 H -0.7690 -5.5985 4.7523
71 H 1.5878 -4.8136 4.5406
72 H 2.0944 -3.0384 2.8566
73 H 0.3262 -2.1248 1.4315
74 H -3.0158 -5.3695 1.5478
75 H -5.1679 -6.3583 0.9576
76 H -7.0214 -4.9531 0.0715
77 H -6.6213 -2.5089 -0.2200
78 H -4.4644 -1.5076 0.3934

Output
spin multiplicity = 2
Kohn-Sham gap (spin up / spin down) = 4.249 / 2.516 eV
energy relative to the best compared isomer or geometry (same formula, charge and spin) = 0.6202 eV
LUMO level (spin up / spin down) = 3.731 / 2.000 eV
HOMO energy (spin up / spin down) = -0.518 / -0.516 eV
net charge = -2
expectation value of S² = 0.7573



No. 2
DFT (the ωB97M-V functional and the def2-TZVPD basis) results for a structure of composition C33H28BiN8O5S.

CARTESIAN COORDINATES (ANGSTROEM)
1 Bi 0.0417 0.0516 -0.0143
2 O -2.6251 5.2250 -4.0837
3 C -3.3001 4.2133 -3.8664
4 O -4.4462 3.8359 -4.1518
5 C -2.6155 3.2360 -2.8457
6 C -1.7647 3.7394 -1.8746
7 C -1.2998 2.8885 -0.8868
8 N -1.5234 1.5666 -0.9660
9 C -2.3212 1.0638 -1.9239
10 C -2.9558 1.8913 -2.8252
11 C -2.5376 -0.4049 -1.8694
12 C -3.4261 -1.0620 -2.7091
13 C -3.6858 -2.4059 -2.5039
14 C -3.0453 -3.0794 -1.4745
15 C -2.1293 -2.3850 -0.7179
16 N -1.8834 -1.0822 -0.9087
17 C -0.5361 3.3611 0.3008
18 C -0.4038 4.7109 0.5989
19 C 0.3067 5.0833 1.7254
20 C 0.8607 4.1068 2.5403
21 C 0.6741 2.7873 2.1833
22 N -0.0095 2.4206 1.0985
23 H -1.4847 4.7835 -1.9328
24 H -3.7216 1.5567 -3.5127
25 H -3.9186 -0.5211 -3.5050
26 H -4.3873 -2.9246 -3.1448
27 H -3.2307 -4.1277 -1.2844
28 H -1.5684 -2.8631 0.0759
29 H -0.8602 5.4611 -0.0303
30 H 0.4233 6.1308 1.9706
31 H 1.4167 4.3651 3.4297
32 H 1.0723 1.9810 2.7932
33 C 2.8152 -1.8736 1.1281
34 N 2.0157 -0.9087 1.8686
35 C 1.4268 -1.3203 3.1288
36 C -0.0729 -1.4659 3.0886
37 N -0.8914 -0.9914 2.1777
38 C -2.1828 -1.3188 2.6103
39 C -3.4275 -1.0184 2.0584
40 C -4.5468 -1.4579 2.7344
41 C -4.4440 -2.1814 3.9327
42 C -3.2179 -2.4732 4.4970
43 C -2.0983 -2.0191 3.8119
44 N -0.7384 -2.0965 4.0845
45 C 2.0522 -2.6399 0.0903
46 N 1.0859 -2.1611 -0.6568
47 C 0.8738 -3.1056 -1.6650
48 C 0.0796 -3.0528 -2.8078
49 C 0.1053 -4.1422 -3.6533
50 C 0.9061 -5.2639 -3.3862
51 C 1.7350 -5.3083 -2.2821
52 C 1.7133 -4.1972 -1.4482
53 N 2.4416 -3.8694 -0.3120
54 H 3.3336 -2.5758 1.7890
55 H 3.5707 -1.3172 0.5689
56 H 2.4815 -0.0140 1.9026
57 H 1.6626 -0.5914 3.9070
58 H 1.8540 -2.2706 3.4632
59 H -3.5069 -0.4442 1.1431
60 H -5.5298 -1.2350 2.3406
61 H -5.3465 -2.5112 4.4297
62 H -3.1375 -3.0215 5.4263
63 H -0.3192 -2.5240 4.8927
64 H -0.4905 -2.1629 -3.0503
65 H -0.4915 -4.1309 -4.5561
66 H 0.8973 -6.0982 -4.0748
67 H 2.3834 -6.1543 -2.0911
68 H 3.2143 -4.3949 0.0606
69 C 2.9442 1.7799 -3.0373
70 S 2.3977 0.5298 -1.9027
71 O 3.1799 -0.6598 -2.1145
72 O 2.4810 1.0558 -0.5202
73 O 0.9286 0.3564 -2.1941
74 H 3.8302 1.4067 -3.5425
75 H 3.1639 2.6812 -2.4694
76 H 2.1389 1.9577 -3.7472

Output
Kohn-Sham gap = 6.337 eV
LUMO level = -3.451 eV
HOMO energy = -9.788 eV
net charge = +1



No. 3
DFT (the ωB97M-V functional and the def2-TZVPD basis) results for a structure of composition C33H28BrGdN6O3S at a distorted geometry.

CARTESIAN COORDINATES (ANGSTROEM)
1 Gd 0.0428 -0.2505 -0.1818
2 N 0.8558 -1.4193 -2.5948
3 C -0.4046 -1.7478 -3.2796
4 C -1.5704 -1.8444 -2.2638
5 O -2.7089 -1.9340 -2.6979
6 O -1.2055 -1.8268 -1.0338
7 H 1.5270 -1.0321 -3.2466
8 H 1.2642 -2.2713 -2.2261
9 H -0.3632 -2.6920 -3.8304
10 H -0.6544 -0.9643 -3.9941
11 Br 2.3928 1.2872 1.3955
12 C 2.9265 2.4146 -0.0840
13 C 4.0364 3.1749 0.1374
14 C 4.5058 4.0326 -0.8734
15 C 3.8355 4.1002 -2.0581
16 C 2.6831 3.3142 -2.2881
17 C 2.0212 3.3870 -3.5324
18 C 0.9293 2.6060 -3.7726
19 C 0.4495 1.7387 -2.7713
20 C 1.0262 1.5974 -1.5181
21 C 2.1809 2.4192 -1.2921
22 H 4.5526 3.1137 1.0855
23 H 5.3985 4.6196 -0.7001
24 H 4.1821 4.7398 -2.8608
25 H 2.4087 4.0553 -4.2924
26 H 0.4339 2.6470 -4.7369
27 H -0.4406 1.1589 -3.0202
28 O -0.6253 1.1164 1.7610
29 N -0.5382 0.7889 3.0258
30 C -0.2902 1.7562 3.9288
31 C -0.2241 1.4927 5.2719
32 C -0.4200 0.1809 5.7099
33 C -0.6445 -0.8048 4.7806
34 C -0.6849 -0.5230 3.4022
35 S -0.9044 -1.7068 2.2089
36 H -0.1458 2.7385 3.5050
37 H -0.0165 2.2975 5.9615
38 H -0.3762 -0.0513 6.7659
39 H -0.7861 -1.8368 5.0651
40 C -4.6972 2.1530 0.0170
41 C -4.4511 0.8431 0.3977
42 C -3.2213 0.2830 0.1043
43 N -2.2439 0.9491 -0.5174
44 C -2.4883 2.2089 -0.8794
45 C -3.6920 2.8466 -0.6418
46 H -5.6493 2.6241 0.2249
47 H -5.2020 0.2635 0.9161
48 H -3.0070 -0.7455 0.3651
49 H -1.6777 2.7244 -1.3817
50 H -3.8381 3.8687 -0.9629
51 C 2.3324 -4.3047 0.5968
52 C 1.4526 -3.2494 0.4194
53 N 1.8868 -1.9899 0.2015
54 C 3.1932 -1.7917 0.0623
55 C 4.1802 -2.8040 0.1570
56 C 3.6889 -4.0850 0.5056
57 C 5.5843 -2.5877 0.0257
58 C 6.3522 -1.6290 -0.6349
59 C 6.1269 -0.7406 -1.7151
60 C 7.2089 0.0727 -2.1684
61 C 7.0312 0.8516 -3.2740
62 N 5.8780 0.8863 -3.9774
63 C 4.9267 0.0942 -3.4925
64 N 4.9626 -0.6947 -2.4353
65 H 1.9392 -5.2902 0.8118
66 H 0.3845 -3.3997 0.4841
67 H 3.5155 -0.7864 -0.1401
68 H 4.3926 -4.8949 0.6616
69 H 6.1779 -3.3349 0.5475
70 H 7.4030 -1.6449 -0.3560
71 H 8.1594 0.0481 -1.6497
72 H 7.8297 1.4812 -3.6580
73 H 3.9868 0.0990 -4.0456

Output
spin multiplicity = 7
Kohn-Sham gap (spin up / spin down) = 4.423 / 7.008 eV
energy relative to the best compared isomer or geometry (same formula, charge and spin) = 0.0033 eV
LUMO level (spin up / spin down) = 2.323 / 2.367 eV
HOMO energy (spin up / spin down) = -2.101 / -4.641 eV
net charge = -1
expectation value of S² = 12.1741



No. 4
DFT (the ωB97M-V functional and the def2-TZVPD basis) results for a structure of composition C33H28CdN4O2S4Te.

CARTESIAN COORDINATES (ANGSTROEM)
1 Cd -0.5761 0.8697 -0.2130
2 S -3.1165 0.6380 -0.1438
3 C -3.6179 -0.4575 -1.4164
4 C -4.9738 -0.8426 -1.4302
5 C -5.4962 -1.6753 -2.3990
6 C -4.6849 -2.1661 -3.4184
7 C -3.3532 -1.8065 -3.4333
8 C -2.8099 -0.9827 -2.4402
9 S -1.0786 -0.5994 -2.5945
10 C -0.3547 -2.2374 -2.2660
11 C 0.6153 -2.3270 -1.1126
12 C 0.9153 -3.5871 -0.5973
13 C 1.8359 -3.6844 0.4268
14 C 2.4538 -2.5302 0.8836
15 C 2.1266 -1.3145 0.3012
16 C 2.9256 -0.0895 0.6752
17 S 2.0170 1.4841 0.7945
18 C 2.6755 2.3784 -0.5961
19 C 4.0591 2.5741 -0.6304
20 C 4.6609 3.2459 -1.6748
21 C 3.8587 3.7474 -2.6965
22 C 2.4882 3.5845 -2.6513
23 C 1.8436 2.9111 -1.5942
24 S 0.0920 2.8492 -1.6268
25 N 1.2035 -1.2178 -0.6629
26 H -5.6096 -0.4546 -0.6445
27 H -6.5471 -1.9386 -2.3676
28 H -5.0890 -2.8055 -4.1933
29 H -2.7057 -2.1617 -4.2283
30 H 0.1798 -2.5240 -3.1757
31 H -1.1755 -2.9366 -2.1228
32 H 0.4162 -4.4650 -0.9905
33 H 2.0745 -4.6468 0.8627
34 H 3.1947 -2.5698 1.6722
35 H 3.6834 0.0644 -0.0947
36 H 3.4171 -0.2560 1.6315
37 H 4.6637 2.1912 0.1841
38 H 5.7349 3.3869 -1.6895
39 H 4.3075 4.2750 -3.5303
40 H 1.8631 3.9845 -3.4404
41 O -3.6951 0.5243 7.2304
42 N -3.3558 -0.2510 6.3612
43 O -3.4925 -1.4555 6.4411
44 C -2.7174 0.3112 5.1430
45 C -2.6704 1.6524 5.0856
46 C -2.0688 2.3235 3.9837
47 C -2.0136 3.7268 3.9097
48 C -1.4401 4.3148 2.8176
49 C -0.9302 3.4876 1.8064
50 N -0.9554 2.1726 1.8732
51 C -1.5096 1.5802 2.9432
52 C -1.5409 0.1289 3.0046
53 N -0.9803 -0.5443 1.9773
54 C -1.0609 -1.8533 1.9639
55 C -1.6707 -2.5896 2.9794
56 C -2.2145 -1.9301 4.0453
57 C -2.1683 -0.5203 4.0880
58 H -3.1045 2.2288 5.8901
59 H -2.4257 4.3168 4.7197
60 H -1.3827 5.3896 2.7170
61 H -0.4911 3.9034 0.9031
62 H -0.6303 -2.3560 1.1071
63 H -1.7066 -3.6688 2.9198
64 H -2.6822 -2.4776 4.8428
65 C 4.2697 0.7050 -4.5214
66 Te 2.7866 -0.1048 -3.2169
67 C 3.4597 -2.1138 -3.5130
68 H 4.1195 0.3485 -5.5395
69 H 5.2579 0.4187 -4.1648
70 H 4.1691 1.7889 -4.4898
71 H 4.5401 -2.1501 -3.3754
72 H 3.2046 -2.4544 -4.5150
73 H 2.9835 -2.7602 -2.7741

Output
Kohn-Sham gap = 5.860 eV
energy relative to the best compared isomer or geometry (same formula, charge and spin) = 0.0000 eV
LUMO level = -1.183 eV
HOMO energy = -7.043 eV



No. 5
DFT (the ωB97M-V functional and the def2-TZVPD basis) results for a structure of composition C33H28Cl5CrN4O7.

CARTESIAN COORDINATES (ANGSTROEM)
1 Cr -0.0696 0.3606 0.9792
2 C 3.0036 1.1716 3.9610
3 O 2.5186 2.4757 4.2933
4 C 1.2240 2.8466 4.0756
5 C 0.8460 4.0166 4.7021
6 C -0.4477 4.5318 4.5919
7 C -1.3702 3.8536 3.8384
8 C -1.0040 2.6858 3.1528
9 C -2.0120 2.0720 2.3201
10 N -1.7818 1.2187 1.3994
11 N -2.8788 0.8143 0.6143
12 C -2.4432 0.0427 -0.3304
13 O -1.1977 -0.3288 -0.4792
14 C -3.4090 -0.4506 -1.3465
15 C -3.1937 -1.6902 -1.9441
16 C -4.0603 -2.1510 -2.9266
17 C -5.1347 -1.3651 -3.3306
18 C -5.3474 -0.1272 -2.7376
19 C -4.4901 0.3277 -1.7437
20 C 0.3052 2.1565 3.2455
21 O 0.6731 1.0808 2.5917
22 H 3.9677 1.0965 4.4600
23 H 3.1408 1.0502 2.8888
24 H 2.3414 0.3885 4.3237
25 H 1.5994 4.5259 5.2940
26 H -0.7097 5.4516 5.0992
27 H -2.3848 4.2270 3.7390
28 H -3.0424 2.4005 2.4323
29 H -2.3518 -2.2885 -1.6166
30 H -3.9010 -3.1254 -3.3735
31 H -5.8076 -1.7209 -4.1025
32 H -6.1849 0.4846 -3.0530
33 H -4.6488 1.2861 -1.2620
34 Cl 3.3082 0.7557 0.1114
35 C 2.3005 2.1836 0.2374
36 C 0.8999 2.0655 0.1534
37 C 0.2700 3.3050 -0.0200
38 Cl -1.3862 3.3389 -0.6009
39 C 0.8936 4.5423 0.1559
40 Cl -0.0093 6.0106 0.0703
41 C 2.2566 4.5891 0.4097
42 Cl 3.0481 6.0896 0.6996
43 C 2.9764 3.3972 0.3807
44 Cl 4.6976 3.4502 0.5298
45 O -0.5935 -1.5743 1.8631
46 C 0.3814 -2.0449 1.2261
47 O 1.2110 -1.2550 0.6562
48 C 0.5500 -3.5239 1.0920
49 C 1.7594 -4.0502 0.6624
50 C 1.9410 -5.4330 0.5292
51 C 0.8624 -6.2251 0.8288
52 O 0.7810 -7.5892 0.7731
53 C -0.5577 -7.9293 1.1559
54 O -1.2367 -6.7145 1.4763
55 C -0.3419 -5.6994 1.2505
56 C -0.5346 -4.3543 1.4028
57 H 2.5631 -3.3630 0.4346
58 H 2.8850 -5.8617 0.2154
59 H -0.5336 -8.5797 2.0289
60 H -1.0606 -8.4236 0.3255
61 H -1.4691 -3.9315 1.7481
62 N 2.1721 0.1982 -4.4164
63 C 1.6418 1.6151 -4.3932
64 C 1.3115 1.9368 -2.9403
65 N 0.4180 0.9812 -2.3458
66 C 0.8438 -0.3959 -2.4594
67 C 1.1429 -0.7885 -3.8968
68 H 2.9684 0.1623 -3.7779
69 H 2.4966 -0.0583 -5.3426
70 H 0.7552 1.6397 -5.0228
71 H 2.4057 2.2746 -4.8068
72 H 0.8939 2.9408 -2.8680
73 H 2.2528 1.9337 -2.3696
74 H -0.5662 1.1346 -2.5126
75 H 0.0788 -1.0403 -2.0344
76 H 1.7507 -0.5358 -1.8545
77 H 0.2616 -0.6996 -4.5291
78 H 1.5618 -1.7918 -3.9823

Output
spin multiplicity = 4
Kohn-Sham gap (spin up / spin down) = 5.966 / 6.056 eV
energy relative to the best compared isomer or geometry (same formula, charge and spin) = 0.0277 eV
LUMO level (spin up / spin down) = -0.916 / -0.916 eV
HOMO energy (spin up / spin down) = -6.882 / -6.972 eV
expectation value of S² = 3.7842



No. 6
DFT (the ωB97M-V functional and the def2-TZVPD basis) results for a structure of composition C33H28N9O5S4Sc at a distorted geometry.

CARTESIAN COORDINATES (ANGSTROEM)
1 Sc 0.0582 -0.1344 0.3160
2 S -1.2185 -4.5731 -0.6228
3 C -1.0318 -2.9451 -0.3938
4 S -1.3035 -2.1956 1.1619
5 S -0.5098 -1.8629 -1.6414
6 O 3.3944 -6.2228 -3.7027
7 C 3.8796 -4.9649 -3.6306
8 O 4.6781 -4.5805 -4.4357
9 C 3.3612 -4.1139 -2.5140
10 C 3.2889 -2.7386 -2.7186
11 C 2.7796 -1.9155 -1.7394
12 C 2.3993 -2.4541 -0.5140
13 C 2.4882 -3.8179 -0.2939
14 C 2.9541 -4.6480 -1.3026
15 N 1.8525 -1.6121 0.5116
16 C 2.3109 -1.7763 1.6781
17 C 1.6699 -1.1801 2.8591
18 C 2.1091 -1.5381 4.1209
19 C 1.4041 -1.1013 5.2306
20 C 0.2634 -0.3501 5.0270
21 C -0.1065 -0.0395 3.7290
22 N 0.5947 -0.4093 2.6606
23 H 2.6851 -6.3489 -3.0612
24 H 3.6123 -2.3326 -3.6687
25 H 2.6558 -0.8581 -1.9248
26 H 2.1166 -4.2407 0.6312
27 H 3.0176 -5.7138 -1.1121
28 H 3.1569 -2.4376 1.8541
29 H 2.9785 -2.1757 4.2164
30 H 1.7242 -1.3667 6.2299
31 H -0.3467 -0.0164 5.8556
32 H -1.0253 0.5009 3.5371
33 O -0.8855 1.6951 1.4483
34 C -1.9381 2.4709 0.7791
35 C -1.9059 1.9805 -0.6787
36 O -2.6308 2.4843 -1.5052
37 O -1.0625 1.0176 -0.8879
38 C -3.2954 2.1213 1.3887
39 C -3.6097 0.7792 1.6049
40 C -4.8174 0.4236 2.1854
41 C -5.7343 1.4055 2.5431
42 C -5.4384 2.7385 2.3062
43 C -4.2224 3.0976 1.7358
44 C -1.5712 3.9440 0.9177
45 C -1.3762 4.4513 2.2058
46 C -0.9924 5.7676 2.4060
47 C -0.7963 6.6037 1.3127
48 C -0.9882 6.1104 0.0312
49 C -1.3755 4.7885 -0.1699
50 H -0.6967 2.1266 2.2866
51 H -2.9186 -0.0021 1.3160
52 H -5.0414 -0.6243 2.3482
53 H -6.6767 1.1294 3.0003
54 H -6.1531 3.5095 2.5667
55 H -4.0048 4.1427 1.5569
56 H -1.5601 3.8209 3.0732
57 H -0.8559 6.1443 3.4134
58 H -0.5059 7.6363 1.4632
59 H -0.8350 6.7558 -0.8260
60 H -1.5343 4.4195 -1.1739
61 S 1.6106 1.3803 -3.2266
62 C 0.3550 0.6906 -4.1106
63 N -0.8116 0.4006 -3.4517
64 C -1.8576 -0.2088 -4.0259
65 C -1.8019 -0.5271 -5.3452
66 C -0.6155 -0.1792 -6.0087
67 N 0.4240 0.3968 -5.4360
68 H -0.8567 0.6448 -2.4590
69 H -2.6984 -0.4280 -3.3820
70 H -2.6266 -1.0045 -5.8520
71 H -0.5096 -0.3929 -7.0695
72 N 4.5468 1.9406 -1.4984
73 N 3.3585 2.0358 -0.8006
74 N 2.7354 3.1843 -0.6223
75 C 1.6804 2.7955 0.0749
76 N 1.6999 1.4716 0.3122
77 N 2.8043 1.0117 -0.2589
78 H 4.5623 2.7044 -2.1608
79 H 4.5530 1.0475 -1.9769
80 H 0.9039 3.4702 0.3997

Output
Kohn-Sham gap = 5.551 eV
energy relative to the best compared isomer or geometry (same formula, charge and spin) = 0.7168 eV
LUMO level = -1.376 eV
HOMO energy = -6.926 eV